Record 1
A structure of composition C33H59InNO16 at a distorted geometry. Source: the Open Molecules 2025 dataset; level of theory: wB97M-V/def2-TZVPD.

Properties
HOMO energy = -4.33 eV
Total energy = -2741.57299 a.u.
Gap between HOMO and LUMO = 0.2280 Eh
Net charge = -1

Each line ends with the Mulliken charge.
Atoms and positions in Å:
1 C 6.499 1.627 -0.852  -1.068
2 C 7.197 0.423 -0.235  -0.217
3 C 6.334 -0.436 0.695  -0.909
4 C 4.969 -0.856 0.151  -0.335
5 C 4.882 -2.309 -0.350  -0.843
6 C 3.591 -3.021 0.115  -0.502
7 C 2.990 -3.885 -0.982  -0.344
8 C 1.685 -4.514 -0.502  -1.492
9 In -0.077 -3.152 -0.786  1.169
10 C 0.615 -1.503 -2.143  -1.473
11 C -1.817 -4.236 -1.679  -0.942
12 O -3.088 -3.891 -1.102  -0.242
13 C -3.531 -2.688 -1.635  -0.538
14 C -4.919 -2.321 -1.090  -0.242
15 O -5.136 -2.948 0.159  -0.258
16 C -5.818 -2.140 1.090  -0.825
17 C -7.120 -1.534 0.556  -0.510
18 O -6.849 -0.160 0.298  -0.327
19 C -7.693 0.373 -0.683  -0.203
20 C -7.475 1.865 -0.782  -1.110
21 N -0.604 -2.364 1.184  -0.677
22 C -1.357 -1.392 1.123  0.761
23 O -2.130 -0.448 1.062  -0.676
24 H 7.186 2.066 -1.565  0.278
25 H 6.323 2.404 -0.116  0.228
26 H 5.601 1.390 -1.406  0.365
27 H 7.685 -0.157 -1.010  0.401
28 H 8.000 0.820 0.372  0.049
29 H 6.914 -1.322 0.930  0.328
30 H 6.234 0.113 1.626  0.424
31 H 4.601 -0.203 -0.631  0.175
32 H 4.259 -0.765 0.966  0.378
33 H 4.828 -2.307 -1.434  0.287
34 H 5.747 -2.885 -0.045  0.420
35 H 3.841 -3.691 0.933  0.201
36 H 2.870 -2.275 0.425  0.317
37 H 3.716 -4.651 -1.257  0.396
38 H 2.832 -3.248 -1.847  0.203
39 H 1.758 -4.700 0.565  0.414
40 H 1.479 -5.465 -0.989  0.326
41 H -0.227 -1.073 -2.673  0.389
42 H 1.153 -0.730 -1.607  0.274
43 H 1.294 -1.939 -2.868  0.346
44 H -1.819 -4.023 -2.752  0.329
45 H -1.670 -5.307 -1.592  0.271
46 H -3.604 -2.722 -2.725  0.309
47 H -2.852 -1.890 -1.325  0.211
48 H -5.676 -2.675 -1.791  0.194
49 H -4.946 -1.240 -1.001  0.196
50 H -5.174 -1.345 1.453  0.333
51 H -6.049 -2.778 1.935  0.432
52 H -7.490 -2.056 -0.321  0.399
53 H -7.871 -1.569 1.344  0.415
54 H -7.503 -0.082 -1.657  0.285
55 H -8.742 0.212 -0.420  0.347
56 H -8.307 2.337 -1.281  0.391
57 H -7.416 2.235 0.235  0.119
58 H -6.535 2.098 -1.264  0.352
59 C -8.592 3.994 2.646  -1.463
60 C -8.841 5.195 1.768  0.515
61 C -10.230 5.780 1.874  -0.482
62 O -10.414 6.359 0.577  -0.338
63 C -9.647 5.651 -0.295  0.585
64 O -9.722 5.732 -1.475  -0.518
65 O -8.795 4.838 0.375  -0.239
66 H -7.586 3.607 2.492  0.335
67 H -8.707 4.256 3.698  0.405
68 H -9.287 3.189 2.402  0.357
69 H -8.078 5.958 1.942  0.225
70 H -10.317 6.539 2.648  0.311
71 H -10.996 5.016 2.027  0.310
72 C 6.525 7.527 0.130  -1.454
73 C 6.621 6.706 -1.132  0.484
74 C 5.658 5.545 -1.207  -0.483
75 O 6.361 4.619 -2.043  -0.256
76 C 7.687 4.857 -1.881  0.691
77 O 8.557 4.148 -2.263  -0.533
78 O 7.884 6.026 -1.216  -0.351
79 H 7.269 8.323 0.126  0.356
80 H 5.536 7.974 0.223  0.369
81 H 6.720 6.907 1.005  0.354
82 H 6.529 7.348 -2.013  0.233
83 H 4.702 5.811 -1.652  0.345
84 H 5.485 5.074 -0.236  0.291
85 C 12.716 2.973 0.117  -1.393
86 C 12.502 1.603 0.709  0.501
87 C 12.698 0.456 -0.256  -0.513
88 O 11.828 -0.546 0.283  -0.330
89 C 10.829 0.097 0.943  0.644
90 O 9.829 -0.409 1.320  -0.497
91 O 11.132 1.413 1.093  -0.333
92 H 12.526 3.746 0.861  0.347
93 H 13.739 3.081 -0.244  0.375
94 H 12.026 3.146 -0.710  0.325
95 H 13.120 1.471 1.603  0.257
96 H 13.723 0.095 -0.291  0.309
97 H 12.364 0.700 -1.268  0.309
98 C -7.716 -7.384 0.391  -1.468
99 C -8.466 -6.243 1.029  0.501
100 C -7.773 -4.906 0.940  -0.429
101 O -8.267 -4.228 2.106  -0.237
102 C -8.571 -5.177 3.024  0.604
103 O -8.816 -4.960 4.164  -0.560
104 O -8.562 -6.410 2.457  -0.377
105 H -8.258 -8.321 0.523  0.370
106 H -7.580 -7.206 -0.675  0.373
107 H -6.738 -7.508 0.857  0.377
108 H -9.484 -6.187 0.632  0.281
109 H -8.027 -4.359 0.036  0.248
110 H -6.686 -4.982 1.015  0.289

Record 2
A structure of composition C33H59N2O2P2Pb at a distorted geometry. Source: the Open Molecules 2025 dataset; level of theory: wB97M-V/def2-TZVPD.

Properties
HOMO energy = -8.81 eV
Total energy = -2428.08800 a.u.
Gap between HOMO and LUMO = 0.2430 Eh
Energy relative to the best compared isomer or geometry (same formula, charge and spin) = 7.5 kcal per mole
Net charge = +1

Each line ends with the Mulliken charge.
Atoms and positions in Å:
1 C 2.268 -1.350 -1.035  -0.185
2 C 1.222 0.458 -2.062  -1.685
3 C 3.165 -1.474 -2.089  -0.789
4 C 2.100 0.386 -3.166  -0.905
5 C 3.098 -0.600 -3.164  -1.212
6 H 3.894 -2.278 -2.042  0.573
7 H 1.971 1.080 -3.991  0.573
8 H 3.793 -0.678 -4.006  0.445
9 N 1.428 -0.307 -0.984  1.413
10 P 0.468 -2.726 0.778  -0.932
11 P -0.232 2.256 -0.293  -1.029
12 C 2.168 -2.386 0.095  -1.814
13 H 2.598 -3.362 -0.203  0.799
14 H 2.790 -2.032 0.945  0.936
15 C -2.607 -0.521 2.516  0.105
16 O -3.286 -0.124 3.364  -0.249
17 C 0.004 1.375 -2.026  0.049
18 H 0.093 2.177 -2.784  1.947
19 C -1.902 3.236 -0.299  2.219
20 C 1.276 3.415 0.048  2.505
21 C -0.542 -3.737 -0.510  2.635
22 C 0.509 -3.478 2.532  2.156
23 C -3.008 2.357 0.325  -1.631
24 H -2.951 2.323 1.420  0.227
25 H -3.989 2.774 0.050  0.477
26 H -2.983 1.328 -0.046  0.144
27 C -1.802 4.512 0.548  -1.756
28 H -1.587 4.292 1.600  0.273
29 H -1.050 5.213 0.172  0.318
30 H -2.768 5.039 0.529  0.530
31 C -2.287 3.587 -1.737  -1.379
32 H -3.011 4.415 -1.733  0.585
33 H -1.446 3.910 -2.361  0.070
34 H -2.765 2.732 -2.226  0.172
35 C 1.157 3.934 1.502  -1.210
36 H 0.530 3.289 2.129  -0.209
37 H 2.128 3.971 2.011  0.482
38 H 0.741 4.941 1.544  0.431
39 C 2.548 2.540 -0.091  -1.592
40 H 2.392 1.554 0.356  -0.365
41 H 2.837 2.385 -1.142  0.343
42 H 3.409 3.005 0.417  0.712
43 C 1.292 4.523 -1.025  -1.544
44 H 0.588 4.380 -1.853  0.245
45 H 1.090 5.518 -0.618  0.395
46 H 2.286 4.563 -1.489  0.425
47 C -0.934 -3.631 3.052  -1.522
48 H -0.906 -4.133 4.030  0.514
49 H -1.426 -2.660 3.199  0.067
50 H -1.577 -4.228 2.396  0.319
51 C 1.255 -2.543 3.493  -1.769
52 H 2.231 -2.242 3.099  0.487
53 H 0.679 -1.636 3.718  -0.161
54 H 1.435 -3.063 4.447  0.654
55 C 1.263 -4.806 2.448  -1.497
56 H 2.073 -4.794 1.710  0.278
57 H 1.741 -5.040 3.406  0.463
58 H 0.599 -5.639 2.204  0.338
59 C -0.061 -3.326 -1.914  -2.079
60 H 0.990 -3.590 -2.089  0.284
61 H -0.661 -3.845 -2.681  0.613
62 H -0.178 -2.242 -2.073  0.298
63 C -2.064 -3.419 -0.365  -1.377
64 H -2.423 -2.782 -1.185  0.114
65 H -2.644 -4.352 -0.381  0.489
66 H -2.331 -2.907 0.566  0.203
67 C -0.274 -5.228 -0.317  -1.811
68 H 0.794 -5.466 -0.273  0.343
69 H -0.748 -5.610 0.589  0.376
70 H -0.682 -5.799 -1.159  0.504
71 Pb -0.704 -0.346 0.615  1.648
72 N -1.847 -0.195 -1.321  -0.621
73 C -1.340 0.475 -2.249  -0.422
74 C -2.073 0.343 -3.616  2.351
75 C -1.569 1.360 -4.603  -1.746
76 C -1.747 -1.055 -4.150  -1.667
77 C -3.599 0.469 -3.358  -1.640
78 H -1.731 2.370 -4.216  0.310
79 H -0.501 1.202 -4.784  0.222
80 H -2.103 1.252 -5.559  0.498
81 H -2.106 -1.793 -3.422  0.297
82 H -2.225 -1.249 -5.124  0.454
83 H -0.661 -1.173 -4.264  0.274
84 H -4.103 1.170 -4.035  0.345
85 H -4.065 -0.520 -3.438  0.385
86 H -3.792 0.808 -2.335  0.300
87 C 1.415 1.685 4.644  -0.550
88 C 2.616 0.754 4.372  -0.576
89 C 2.585 0.643 2.849  -0.416
90 O 1.123 0.645 2.535  -0.022
91 C 0.357 1.116 3.710  -0.429
92 H 1.114 1.738 5.690  0.453
93 H 1.650 2.708 4.310  0.210
94 H 2.422 -0.242 4.767  0.173
95 H 3.581 1.073 4.788  0.431
96 H 3.093 1.487 2.360  0.449
97 H 2.999 -0.305 2.463  0.120
98 H -0.194 0.289 4.181  0.253
99 H -0.375 1.855 3.361  0.093